{
  "formula": "H80O40",
  "method": "ωB97M-V/def2-TZVPD",
  "elements": ["H", "H", "O", "H", "H", "O", "H", "H", "O", "H", "H", "O", "H", "H", "O", "H", "O", "H", "O", "H", "H", "O", "H", "H", "O", "H", "H", "O", "H", "H", "O", "H", "O", "H", "H", "O", "H", "H", "O", "H", "H", "O", "H", "H", "O", "H", "H", "O", "H", "H", "O", "H", "O", "H", "H", "O", "H", "O", "H", "H", "O", "H", "H", "O", "H", "H", "O", "H", "H", "O", "H", "H", "O", "H", "H", "O", "H", "H", "O", "H", "H", "O", "H", "H", "O", "H", "H", "O", "H", "O", "H", "H", "O", "H", "H", "H", "H", "H", "H", "O", "H", "H", "O", "H", "H", "O", "H", "H", "O", "H", "H", "O", "H", "H", "O", "H", "H", "O", "H", "H"],
  "xyz": [[-1.02, -1.36, 0.76], [-1.40, -0.51, -0.43], [-0.66, -0.76, 0.11], [1.66, -3.24, 3.96], [2.70, -2.80, 4.79], [1.80, -3.23, 4.93], [2.51, 3.85, -2.52], [1.25, 3.01, -2.29], [1.68, 3.61, -2.93], [-1.37, -0.80, 2.82], [-1.56, 0.34, 3.91], [-2.01, -0.30, 3.38], [-0.69, 0.81, -4.98], [-0.98, -0.25, -5.99], [-0.28, 0.15, -5.49], [-1.68, -3.21, 5.63], [-0.95, -2.99, 6.19], [-2.54, 3.18, 0.66], [-2.27, 2.52, 1.37], [0.59, 2.89, 0.84], [-0.81, 3.16, 0.49], [0.08, 3.17, 0.08], [-2.89, -3.08, 0.36], [-3.22, -4.60, 0.24], [-3.54, -3.72, 0.03], [-2.99, 1.23, 3.48], [-3.79, 1.45, 4.74], [-3.48, 1.90, 3.96], [1.34, -4.94, 0.88], [1.93, -3.52, 0.68], [1.85, -4.22, 1.37], [-4.41, 0.43, -2.79], [-4.27, 1.00, -3.52], [2.06, 6.28, -1.68], [2.89, 5.26, -1.03], [3.00, 6.00, -1.66], [-6.41, -1.51, 2.16], [-5.92, -1.94, 0.72], [-5.73, -1.95, 1.67], [0.46, 1.23, -2.37], [0.15, 0.39, -1.18], [0.83, 0.49, -1.78], [4.97, -3.74, 2.38], [3.65, -4.58, 1.97], [4.53, -4.58, 2.46], [0.52, -4.58, -1.64], [1.87, -4.58, -1.13], [1.02, -4.96, -0.90], [2.69, -0.77, -0.38], [2.95, -0.25, -1.88], [3.18, -0.87, -1.22], [2.47, 2.98, -4.86], [2.65, 2.15, -5.35], [6.40, 1.35, -0.45], [5.55, 1.01, -1.67], [5.85, 0.68, -0.82], [3.90, -3.78, -4.32], [3.03, -4.12, -4.02], [-5.25, 3.33, 2.16], [-4.94, 2.21, 3.16], [-5.63, 2.51, 2.55], [-2.17, 4.88, -1.01], [-3.65, 4.79, -1.08], [-2.87, 4.24, -0.96], [-0.31, 5.50, 1.50], [0.26, 5.01, 0.40], [0.44, 5.78, 0.97], [-1.65, -4.10, 2.03], [-0.90, -5.18, 1.26], [-1.08, -4.23, 1.27], [-0.14, 3.07, -3.17], [-0.56, 1.65, -3.66], [-0.77, 2.30, -2.95], [-4.16, 1.64, -1.31], [-2.82, 1.82, -0.48], [-3.27, 1.35, -1.20], [6.23, -1.17, 0.62], [4.75, -0.82, 0.83], [5.39, -1.46, 1.10], [3.43, 1.69, -0.83], [2.00, 1.23, -0.55], [2.55, 2.05, -0.67], [0.06, -2.83, -3.39], [-0.28, -1.44, -2.59], [0.26, -2.22, -2.71], [0.33, -2.36, 2.01], [0.94, -0.95, 1.63], [0.79, -1.54, 2.35], [3.24, 0.93, -3.31], [4.16, 1.07, -3.63], [-1.58, 0.79, 6.25], [-1.00, 2.23, 5.82], [-1.60, 1.73, 6.31], [1.98, 1.62, -4.86], [-0.20, -3.60, 5.94], [2.72, -3.26, -3.76], [-2.64, 2.93, 2.19], [-3.94, 1.84, -3.20], [4.32, 1.91, -4.05], [0.86, 2.05, 4.53], [1.53, 1.42, 4.77], [0.79, 2.53, 5.37], [-3.22, -0.70, 0.64], [-2.68, -0.08, 0.18], [-3.00, -0.43, 1.52], [3.75, -5.11, -1.44], [3.19, -5.22, -2.19], [3.94, -4.19, -1.34], [-2.21, 4.94, 2.20], [-2.80, 4.29, 2.62], [-2.35, 5.72, 2.79], [-5.69, -1.05, -2.30], [-4.81, -1.41, -2.24], [-6.30, -1.72, -1.91], [5.75, -1.84, -1.81], [6.24, -1.04, -1.72], [4.84, -1.82, -1.51], [-2.75, -2.19, -2.52], [-2.38, -2.50, -1.70], [-2.32, -1.36, -2.66]],
  "max_force_ev_per_a": 3.8,
  "gap_ha": 0.33897,
  "molar_mass_g_mol": 720.60,
  "multiplicity": 1,
  "e_tot_ev": -83195.55135,
  "relative_energy_kj_mol": 990.33
}